[1]
C4H13N2O2 | wB97M-V/def2-TZVPD

Its total charge is +1. The value obtained for the energy relative to the best compared isomer or geometry (same formula, charge and spin) is 327.3 kJ/mol. The calculation puts the HOMO energy at -13.509 eV. The calculation puts the LUMO energy at -3.32 eV.

Structure (XYZ):
```
21
Properties=species:S:1:pos:R:3:forces:R:3:nbo_charge:R:1
C -0.067511 0.730794 -1.361536 0.58 -0.70 -6.03 -0.255
C -0.726848 -0.678009 -1.212877 3.45 -0.06 0.14 -0.397
C -0.631497 -1.168536 0.259336 1.37 -4.64 -2.94 -0.531
C 0.858485 -1.227111 0.709350 -2.23 -1.95 -2.32 0.679
N 1.494114 -2.157903 -0.015785 1.20 -2.82 -1.44 -0.835
O 1.430529 -0.504939 1.432811 1.08 2.84 2.54 -0.594
N -0.474004 1.696561 -0.365572 -2.81 3.80 -2.48 -0.713
H -0.584435 1.081107 -2.478184 1.51 -0.42 3.23 0.222
H 1.015782 0.705916 -1.686850 -1.01 0.28 1.41 0.259
H -0.238321 -1.419245 -2.031662 -1.15 1.87 2.14 0.260
H -1.673544 -0.410957 -1.517223 -2.66 -0.57 -0.37 0.209
H -1.048761 -2.273560 0.226375 1.07 1.80 0.07 0.241
H -1.326634 -0.790279 0.878947 -1.91 2.26 2.35 0.226
H 2.500610 -2.351161 0.023515 -0.61 0.77 0.57 0.417
H 1.026320 -3.004059 -0.361815 -0.11 0.98 0.20 0.399
H -1.538264 1.773900 -0.500112 1.71 -0.28 1.09 0.438
H -0.190252 1.726016 0.585153 0.48 -1.65 2.56 0.478
H -0.213133 2.732327 -0.503352 0.01 -1.73 -1.00 0.448
H 0.504904 2.486108 2.862774 -1.59 -0.75 -2.60 0.515
H -0.043615 1.125166 2.868943 -0.47 1.58 -2.75 0.520
O -0.073927 1.927864 2.187766 2.07 -0.61 5.61 -0.984
```
Forces are in eV/Å.

[2]
H50O25 | wB97M-V/def2-TZVPD

Its total charge is 0. The value obtained for the energy relative to the best compared isomer or geometry (same formula, charge and spin) is 106.1 kJ/mol. The calculation puts the HOMO energy at -10.833 eV. The calculation puts the LUMO energy at 0.07 eV.

Structure (XYZ):
```
75
Properties=species:S:1:pos:R:3:forces:R:3:lowdin_charge:R:1
O 2.013935 -2.147727 4.725757 -0.90 0.20 0.68 -0.083
H 1.995824 -1.918126 5.679940 0.11 -0.23 -0.90 0.074
H 1.050378 -2.233019 4.476033 0.59 -0.09 -0.03 0.033
O -2.552699 -0.533641 0.622569 1.11 0.01 0.28 -0.077
H -2.022475 -0.007283 1.280251 -0.52 -0.61 -0.55 0.050
H -1.966840 -1.301368 0.405530 -0.38 0.64 0.19 0.046
O 0.243774 -2.456514 -2.642379 -1.31 0.47 -0.24 -0.087
H 0.013931 -2.830378 -1.771763 0.62 -0.02 0.26 -0.001
H -0.623967 -2.002175 -2.780199 0.71 -0.25 -0.46 0.032
O 3.082387 -2.283891 0.736638 0.23 1.10 -2.17 -0.085
H 3.481115 -1.632986 0.059538 -1.20 -1.64 1.36 0.113
H 2.365583 -2.785110 0.266944 0.92 0.90 0.43 0.079
O 3.243291 2.732824 -2.673916 0.45 0.47 -0.51 -0.049
H 3.933132 3.402306 -2.701783 -0.03 0.42 -0.94 0.040
H 3.426579 2.493244 -1.776523 -0.51 -1.06 1.51 -0.035
O 3.330079 -4.068210 2.665397 -0.25 -1.30 1.50 -0.043
H 3.240161 -3.193331 2.328847 0.28 1.29 -0.86 -0.022
H 2.945765 -3.967095 3.558724 0.37 -0.12 -0.23 0.058
O -2.941909 -3.720684 -1.109910 -0.18 0.43 -0.50 -0.073
H -3.735233 -3.360128 -0.661554 0.37 -0.06 -0.07 0.027
H -2.901307 -3.150523 -1.911834 0.05 -0.50 0.33 0.030
O -2.947721 0.012625 -5.489316 0.11 -0.35 0.60 -0.034
H -2.482005 0.672908 -4.970350 0.18 0.31 0.18 0.029
H -3.103920 0.414791 -6.334326 -0.13 0.18 -0.60 0.042
O -0.985593 1.678360 -3.043543 0.61 -0.26 -0.21 -0.063
H -0.076642 1.305097 -3.054423 -0.66 0.40 0.13 0.055
H -0.912955 2.650858 -3.026467 0.32 -0.01 0.16 0.026
O -0.768770 0.379508 2.880065 -0.73 0.72 0.36 -0.058
H -0.927911 1.311825 3.154740 0.08 -0.65 -0.28 0.061
H 0.141555 0.409992 2.589986 0.72 -0.11 -0.42 0.012
O 3.872439 1.787768 0.073196 0.25 0.09 -0.05 -0.064
H 3.759392 2.232694 0.938903 -0.12 -0.19 0.00 0.029
H 4.808956 1.568259 -0.018588 -0.21 0.08 0.20 0.060
O 0.856266 -4.396711 1.853044 0.34 -2.42 0.30 -0.113
H 1.856250 -4.510604 2.014820 -1.20 0.43 -0.07 0.027
H 0.512109 -5.333091 2.014262 0.50 1.96 -0.43 0.102
O -2.609156 3.209337 0.428430 -1.19 1.35 0.07 -0.065
H -2.791122 2.708078 -0.370622 0.08 -0.73 -0.40 -0.018
H -3.309024 3.901668 0.309869 1.08 -0.65 0.60 0.077
O -3.272005 1.298012 -1.590953 2.01 -0.77 1.06 -0.118
H -2.323103 1.508313 -1.868953 -1.36 -0.39 -0.37 0.023
H -3.047538 0.660029 -0.846962 -0.58 0.75 -0.64 0.022
O 2.305300 -0.172068 2.634317 1.26 -0.60 -1.36 -0.058
H 2.199305 -0.700750 3.414388 -0.42 -0.55 1.41 -0.005
H 2.939678 -0.777248 2.150640 -1.15 1.14 0.15 0.061
O -0.327799 3.156684 2.357554 -0.30 -1.29 -1.02 -0.063
H -0.870932 2.900033 1.564649 0.79 0.32 0.62 0.033
H -0.763757 3.942260 2.636506 -0.44 1.11 0.50 0.037
O -0.955414 4.441937 -2.228437 2.53 1.14 0.64 -0.089
H -1.489137 5.133883 -2.599999 -0.57 0.40 -0.35 0.028
H -0.094175 4.951443 -1.942851 -2.00 -1.81 -0.36 0.088
O 2.767261 2.586486 2.625936 0.37 0.96 -0.39 -0.049
H 1.900774 2.955365 2.430140 -0.38 0.30 -0.13 0.015
H 2.554785 1.718892 2.949244 0.06 -1.11 0.17 -0.007
O -4.844791 -1.930541 -0.324068 -1.78 0.75 -2.57 -0.067
H -5.288199 -1.556868 -1.164482 0.81 -1.18 1.88 0.113
H -4.412529 -1.146050 -0.002272 0.73 0.50 0.81 -0.003
O 1.301858 4.501195 -0.576995 -0.07 0.25 -0.12 -0.064
H 1.317643 3.531758 -0.491190 0.02 0.05 0.20 0.011
H 2.163741 4.842226 -0.319456 -0.06 -0.26 -0.03 0.048
O -0.577365 -2.368145 3.587796 0.01 0.58 1.00 -0.033
H -0.853108 -1.486052 3.310089 -0.12 0.43 0.23 0.012
H -0.531974 -2.849313 2.779426 0.32 -0.96 -0.98 0.000
O 1.703300 -0.176545 -2.180519 0.24 0.71 -0.12 -0.059
H 1.369240 -0.941475 -2.664732 -0.34 -0.65 0.15 0.000
H 2.312739 0.269113 -2.781304 0.06 0.13 0.12 0.034
O -2.699012 -1.545566 -3.080690 0.21 -0.52 1.09 -0.046
H -2.739147 -1.191720 -3.973144 -0.38 0.38 -0.14 0.015
H -3.067866 -0.923314 -2.426261 0.22 0.15 -0.91 0.036
O 0.835319 1.639676 0.167114 -0.78 0.06 -0.67 -0.053
H 0.421602 1.192996 -0.609067 0.88 0.16 0.81 0.052
H 1.652536 1.176522 0.386707 -0.03 -0.23 -0.34 0.014
O -0.604732 -2.893460 -0.099714 -1.35 1.59 -1.27 -0.058
H -0.071826 -3.425498 0.445715 0.96 -1.54 1.39 -0.026
H -1.424324 -3.361758 -0.394160 0.08 -0.18 0.30 0.025
```
Forces are in eV/Å.

[3]
C22H26N2O5S2 | wB97M-V/def2-TZVPD

As for the SMILES: CCN(CC)S(=O)(=O)c1ccc(C(=O)N(c2ccc(C)cc2)[C@@H]2C=CS(=O)(=O)C2)cc1. Its total charge is 0. The value obtained for the energy relative to the best compared isomer or geometry (same formula, charge and spin) is 105.1 kJ/mol. The calculation puts the HOMO energy at -9.132 eV. The calculation puts the LUMO energy at 0.19 eV.

Structure (XYZ):
```
57
Properties=species:S:1:pos:R:3:forces:R:3:nbo_charge:R:1
C 3.642362 2.656708 -1.106004 -0.08 -0.34 0.04 -0.612
C 3.117678 1.224494 -1.083097 -0.11 0.28 -0.55 -0.227
N 3.622639 0.489614 0.051867 0.50 -1.02 -0.18 -0.687
C 3.119079 0.820494 1.369770 0.22 0.02 0.63 -0.224
C 4.256443 1.232237 2.296923 -0.25 -0.05 -0.04 -0.612
S 3.999627 -1.110515 -0.188135 -0.15 0.25 -0.09 2.334
O 4.586069 -1.230369 -1.488988 -0.28 0.04 -0.12 -0.937
O 4.731956 -1.568152 0.953171 -0.32 0.01 0.24 -0.939
C 2.383455 -1.889676 -0.191270 0.61 0.26 0.09 -0.261
C 1.882937 -2.438916 0.973454 0.06 -0.10 0.14 -0.222
C 0.555978 -2.833472 1.022693 -0.10 -0.02 -0.20 -0.182
C -0.259045 -2.650625 -0.087295 0.35 -0.33 0.00 -0.109
C -1.725649 -2.936219 0.011473 0.17 -0.02 -0.08 0.683
O -2.202402 -4.036483 0.189411 0.07 -0.29 0.12 -0.598
N -2.484871 -1.813072 -0.131712 -0.20 0.14 -0.15 -0.489
C -1.899001 -0.514840 -0.171716 0.18 0.36 0.07 0.219
C -1.928705 0.242561 -1.333866 0.06 -0.05 0.07 -0.223
C -1.360779 1.500624 -1.349945 0.00 -0.03 0.03 -0.198
C -0.753716 2.028840 -0.217033 0.03 -0.07 -0.01 -0.009
C -0.180435 3.410962 -0.241022 -0.08 0.02 0.00 -0.636
C -0.717750 1.256518 0.935585 0.00 0.03 -0.03 -0.156
C -1.284951 -0.002234 0.962814 -0.20 -0.02 -0.11 -0.256
C -3.936579 -1.920893 -0.028019 0.07 -0.55 0.01 -0.108
C -4.575190 -1.442530 -1.310310 0.03 -0.33 -0.02 -0.135
C -5.201170 -0.286140 -1.293808 0.07 0.05 0.95 -0.471
S -5.140648 0.421821 0.354259 -0.14 0.04 0.02 2.150
O -4.179723 1.488854 0.400125 0.14 -0.08 -0.07 -0.934
O -6.460172 0.706641 0.841417 -0.24 -0.24 -0.04 -0.930
C -4.494596 -1.103614 1.127790 -0.28 0.54 -0.46 -0.666
C 0.275874 -2.165117 -1.276730 0.11 -0.13 0.14 -0.180
C 1.602513 -1.781705 -1.326786 -0.06 -0.02 -0.21 -0.211
H 3.286542 3.218092 -0.246052 -0.03 0.13 0.09 0.200
H 3.305597 3.155793 -2.010867 -0.06 0.10 -0.06 0.215
H 4.728247 2.648526 -1.091985 0.13 0.04 -0.01 0.219
H 2.015939 1.221073 -1.092395 0.09 -0.04 -0.02 0.181
H 3.483258 0.693435 -1.962528 -0.18 0.17 -0.08 0.234
H 2.602020 -0.050881 1.788055 -0.13 0.19 0.06 0.201
H 2.388273 1.626958 1.270948 -0.03 -0.10 -0.08 0.199
H 3.869297 1.467305 3.285411 0.00 0.05 0.15 0.205
H 4.771111 2.102466 1.899223 0.06 0.12 -0.02 0.206
H 4.964281 0.412410 2.373282 0.08 0.00 0.07 0.235
H 2.540880 -2.553301 1.820827 0.02 -0.02 0.14 0.246
H 0.141905 -3.259264 1.924255 -0.03 -0.04 0.10 0.228
H -2.395121 -0.153522 -2.223004 0.01 -0.05 -0.07 0.217
H -1.395034 2.087882 -2.255651 0.01 0.07 -0.12 0.213
H 0.481413 3.577807 0.605092 0.08 0.06 0.04 0.213
H -0.990366 4.137899 -0.186432 0.01 0.13 0.01 0.233
H 0.368268 3.590004 -1.163479 0.07 0.06 -0.04 0.219
H -0.255878 1.648210 1.830086 0.07 0.06 0.09 0.206
H -1.249508 -0.593268 1.866741 0.00 -0.08 0.07 0.217
H -4.124401 -2.994839 0.109129 -0.04 0.33 0.02 0.275
H -4.445852 -2.063318 -2.184639 -0.04 0.02 -0.18 0.228
H -5.686170 0.225682 -2.099990 -0.14 0.23 -0.16 0.254
H -5.345706 -1.585262 1.597880 -0.08 -0.02 0.00 0.262
H -3.746898 -0.837707 1.866217 0.02 0.10 0.05 0.259
H -0.348230 -2.078555 -2.152826 -0.06 0.06 -0.08 0.222
H 2.044926 -1.399395 -2.232328 -0.02 0.05 -0.17 0.239
```
Forces are in eV/Å.

[4]
C4H5NO2 | wB97M-V/def2-TZVPD

As for the SMILES: O=C1NC[C@H]2O[C@@H]12. Its total charge is 0. The value obtained for the energy relative to the best compared isomer or geometry (same formula, charge and spin) is 113.5 kJ/mol. The calculation puts the HOMO energy at -9.824 eV. The calculation puts the LUMO energy at 0.88 eV.

Structure (XYZ):
```
12
Properties=species:S:1:pos:R:3:forces:R:3:nbo_charge:R:1
O -1.328039 0.861182 2.052634 0.33 -0.18 -0.16 -0.579
C -0.689892 0.466200 1.102196 0.13 0.07 -0.05 0.645
N -0.628981 1.060392 -0.132776 -0.06 0.10 0.15 -0.611
C 0.064944 0.311829 -1.165689 0.01 -0.08 -0.08 -0.238
C 0.546009 -0.916807 -0.417962 0.02 0.00 -0.27 0.047
O 1.505950 -0.502976 0.532788 0.25 0.05 0.11 -0.465
C 0.181435 -0.780894 0.994722 -0.04 -0.02 0.22 -0.046
H -0.871982 2.034707 -0.229856 -0.07 -0.18 -0.01 0.411
H 0.952151 0.844660 -1.526905 -0.18 -0.01 -0.08 0.211
H -0.591654 0.076451 -2.009734 0.04 -0.02 0.13 0.198
H 0.685546 -1.871074 -0.922130 0.10 0.20 0.14 0.207
H 0.174513 -1.583671 1.722713 -0.52 0.07 -0.12 0.220
```
Forces are in eV/Å.